[1]
As3F18Ti | the ωB97M-V functional and the def2-TZVPD basis

As for the frontier orbital gap (alpha / beta): 6.30 / 9.34 eV. As for the charge: -2. As for the multiplicity: 4. The electronic energy comes out at -9354.70819 hartree. Its energy above the lowest of the compared OMol25 structures with the same formula, charge and spin is 2.1 kJ/mol.

Element x y z (Å)
1 F -6.30 2.53 -12.64
2 As -5.58 2.51 -11.03
3 F -6.30 1.08 1.00
4 F -8.14 0.80 -0.74
5 F -6.30 -6.61 -8.50
6 As -5.70 -7.22 -6.95
7 Ti -4.33 -0.62 -5.66
8 F -5.81 -0.09 -1.30
9 F -6.09 -8.87 -7.60
10 F -6.72 3.81 -10.42
11 F -4.82 2.29 -0.85
12 F -4.39 1.22 -11.47
13 F -5.00 -8.06 -5.51
14 F -4.12 -7.39 -7.74
15 F -6.61 1.69 -2.57
16 F -4.93 2.48 -9.31
17 F -4.41 3.72 -11.46
18 As -6.50 1.49 -0.80
19 F -6.86 1.38 -10.60
20 F -5.29 -5.56 -6.44
21 F -7.24 -7.11 -6.11
22 F -7.11 3.18 -0.56

***

[2]
C4H5N3 | the ωB97M-V functional and the def2-TZVPD basis

As for the frontier orbital gap: 9.45 eV. As for the charge: 0. The electronic energy comes out at -319.57957 hartree. Its energy above the lowest of the compared OMol25 structures with the same formula, charge and spin is 348.2 kJ/mol.

Element x y z (Å)
1 N -1.08 0.90 0.34
2 C 1.37 -0.81 -0.10
3 C 1.62 0.17 0.93
4 H 0.62 1.74 1.96
5 N 0.21 -0.95 -0.66
6 C 0.54 0.97 1.19
7 H -1.94 -0.42 -2.07
8 H 2.18 -1.46 -0.46
9 H -3.00 0.28 -1.09
10 N -2.25 -0.46 -1.11
11 H 2.62 0.19 1.41
12 C -0.88 -0.15 -0.35